# 1
{
  "formula": "C6H12O",
  "method": "wB97M-V/def2-TZVPD",
  "e_above_lowest_kj_mol": 520.77,
  "total_energy_ev": -8458.957,
  "homo_ev": -7.36,
  "homo_lumo_gap_ev": 6.53,
  "elements": ["O", "C", "C", "C", "C", "C", "C", "H", "H", "H", "H", "H", "H", "H", "H", "H", "H", "H", "H"],
  "xyz": [[-2.687852, 0.195523, 0.854244], [-2.545034, -0.542980, -0.288027], [-1.018330, -1.068492, -0.380513], [0.037086, -0.080936, 0.024719], [-0.311520, 1.374873, -0.160854], [1.451578, -0.610975, -0.050413], [2.397560, 0.309002, 0.580256], [-3.252733, -1.393414, -0.327314], [-2.696435, 0.031353, -1.223781], [-0.634036, -2.044643, -0.752950], [-0.665413, -0.640089, 0.798575], [0.420167, 2.017271, 0.359996], [-1.330385, 1.504479, 0.254159], [-0.276772, 1.640570, -1.224664], [1.441586, -1.598143, 0.415971], [1.789567, -0.764464, -1.102426], [2.514942, 1.205386, -0.058408], [3.394612, -0.141307, 0.745896], [1.971414, 0.606981, 1.535531]],
  "forces_ev_per_a": [[0.362, -0.577, -1.274], [0.599, 0.024, 1.939], [0.635, 2.701, -1.161], [-1.821, -1.961, -4.292], [0.291, 0.245, 1.255], [-0.618, -1.105, -0.928], [1.466, 1.110, 0.701], [0.424, -0.192, -0.214], [0.271, -0.034, -0.311], [-0.350, 0.384, 0.923], [-0.433, -0.304, 2.432], [-0.446, -0.230, -0.163], [0.228, 0.084, -0.173], [-0.071, -0.352, 0.121], [0.218, -0.016, 0.024], [-0.729, 0.008, 0.447], [0.097, -0.329, 0.515], [-0.506, 0.260, -0.100], [0.382, 0.282, 0.258]],
  "mulliken_charge": [-0.816, -0.514, -0.383, 0.815, -1.294, -0.211, -1.413, 0.365, 0.241, 0.372, 0.061, 0.399, 0.412, 0.269, 0.377, 0.253, 0.314, 0.356, 0.397]
}

***

# 2
{
  "formula": "C25H44BNO18S",
  "method": "wB97M-V/def2-TZVPD",
  "total_energy_ev": -76495.201,
  "homo_ev": -9.82,
  "smiles": "C#C[C@H]1C(=O)N[C@](O)(B(O)OCC)[C@@]1(S)CCCOC(C)=O.COC(=O)OC.COC(=O)OC.COC(=O)OC.COC(=O)OC",
  "homo_lumo_gap_ev": 9.78,
  "elements": ["C", "C", "C", "C", "O", "N", "C", "O", "B", "O", "O", "C", "C", "C", "S", "C", "C", "C", "O", "C", "C", "O", "H", "H", "H", "H", "H", "H", "H", "H", "H", "H", "H", "H", "H", "H", "H", "H", "H", "H", "H", "H", "C", "O", "C", "O", "O", "C", "H", "H", "H", "H", "H", "H", "C", "O", "C", "O", "O", "C", "H", "H", "H", "H", "H", "H", "C", "O", "C", "O", "O", "C", "H", "H", "H", "H", "H", "H", "C", "O", "C", "O", "O", "C", "H", "H", "H", "H", "H", "H"],
  "xyz": [[-3.587194, -2.059913, -0.564653], [-2.587246, -1.803469, -1.168062], [-1.432103, -1.546949, -2.027155], [-1.330499, -0.177259, -2.713788], [-2.179893, 0.611771, -2.979284], [0.041438, -0.083321, -3.027632], [0.869521, -1.109135, -2.405204], [1.759677, -0.319654, -1.540535], [1.941957, -1.796495, -3.379129], [2.976804, -2.506187, -2.788745], [1.846770, -1.602854, -4.740581], [1.512581, -2.779556, -5.496772], [2.740915, -3.695693, -5.732285], [-0.040490, -2.043699, -1.525972], [-0.116222, -3.815871, -2.040699], [0.146870, -1.893440, -0.011014], [1.476334, -2.417357, 0.537829], [1.488836, -3.920072, 0.904749], [0.197264, -4.365072, 1.299453], [0.082516, -5.708943, 1.479953], [0.772736, -6.687940, 0.552734], [-0.620089, -6.108559, 2.363814], [-4.584759, -2.276376, -0.261879], [-1.620316, -2.211947, -2.887048], [0.205688, 0.060914, -4.019032], [1.704892, 0.576621, -1.891282], [2.910365, -3.454964, -2.929355], [1.168487, -2.424485, -6.468557], [0.706705, -3.351275, -5.027975], [2.638612, -4.578239, -5.088674], [2.804328, -4.029784, -6.765465], [3.644113, -3.181251, -5.407000], [1.169135, -4.216590, -2.089189], [-0.727331, -2.303689, 0.493581], [0.126091, -0.812652, 0.169431], [1.755772, -1.847883, 1.425551], [2.294806, -2.260352, -0.169160], [2.206200, -4.066049, 1.720109], [1.871485, -4.462959, 0.035431], [0.249797, -7.636800, 0.653701], [0.691979, -6.384283, -0.493806], [1.815714, -6.862448, 0.821160], [3.006533, 0.681011, 1.323745], [2.752642, 1.705787, 2.288719], [2.383422, 2.872025, 1.750484], [2.257774, 3.094844, 0.575533], [2.176451, 3.738198, 2.739028], [1.763552, 5.039401, 2.313846], [3.297435, -0.210564, 1.872562], [2.111162, 0.465040, 0.746579], [3.822368, 0.968633, 0.662722], [0.817073, 4.985911, 1.778855], [2.526804, 5.499076, 1.688458], [1.630693, 5.635410, 3.212474], [1.197700, 1.679258, 4.881719], [0.398843, 1.620904, 6.069190], [-0.270075, 2.741810, 6.318698], [-0.245555, 3.741068, 5.646865], [-0.972189, 2.573993, 7.438628], [-1.742369, 3.714839, 7.822432], [1.693402, 0.718346, 4.778138], [0.571235, 1.849406, 4.009258], [1.950479, 2.457899, 4.963829], [-2.476336, 3.958966, 7.056232], [-1.096048, 4.570086, 8.011959], [-2.260801, 3.450000, 8.739788], [-0.611254, 10.702421, 4.958428], [-0.793531, 9.714721, 3.943898], [-1.169191, 8.520302, 4.405639], [-1.353979, 8.238181, 5.559584], [-1.303345, 7.699026, 3.366190], [-1.702714, 6.369784, 3.715413], [-0.309849, 11.617524, 4.456018], [-1.542238, 10.879970, 5.494190], [0.172373, 10.401715, 5.651891], [-2.675862, 6.377020, 4.203572], [-0.960263, 5.897618, 4.356733], [-1.776823, 5.806091, 2.789074], [-2.737546, -6.054848, -7.384790], [-2.908233, -5.311352, -6.177376], [-3.188823, -4.020889, -6.365864], [-3.297829, -3.471414, -7.429275], [-3.323071, -3.448077, -5.170501], [-3.626983, -2.051080, -5.217248], [-2.516212, -7.078463, -7.095239], [-3.650789, -6.041623, -7.976997], [-1.905122, -5.660294, -7.965380], [-4.575186, -1.880014, -5.722801], [-2.826244, -1.502419, -5.712155], [-3.703730, -1.701087, -4.190311]],
  "forces_ev_per_a": [[-0.447, 0.021, -0.370], [0.387, 0.349, -0.120], [-1.180, -0.867, 0.379], [1.679, -0.804, 0.871], [-0.407, 0.010, -0.278], [-0.888, -0.731, -0.727], [1.252, 1.218, 0.287], [0.050, -0.539, 0.161], [-0.129, -0.063, -0.089], [-0.624, -0.143, 0.147], [-0.601, -0.352, 0.548], [0.859, -0.217, -1.030], [-0.589, -0.042, 0.870], [-0.364, 0.645, -0.310], [0.238, -0.171, -0.427], [0.266, 0.774, -0.500], [-0.121, -0.619, 0.363], [0.529, 0.776, -0.562], [0.610, -0.394, -0.056], [-0.404, -0.308, 0.459], [-0.123, 0.034, -0.320], [-0.193, 0.056, 0.031], [0.158, -0.031, 0.404], [-0.127, 0.354, -0.195], [0.208, 0.294, 0.103], [-0.061, 0.083, 0.125], [0.446, 0.006, -0.250], [-0.162, 0.105, 0.172], [-0.051, 0.246, 0.080], [0.163, -0.058, -0.214], [0.111, 0.062, 0.032], [0.048, 0.050, -0.357], [-0.108, 0.316, 0.313], [0.180, -0.226, 0.014], [-0.066, -0.086, 0.065], [-0.282, -0.001, 0.012], [-0.146, 0.096, -0.050], [-0.146, -0.125, 0.007], [-0.262, -0.256, 0.150], [0.000, 0.079, 0.132], [0.200, 0.130, 0.107], [-0.001, 0.217, -0.044], [0.064, -0.227, -0.076], [0.033, 0.071, 0.018], [0.014, -0.003, 0.077], [-0.011, -0.013, -0.070], [0.060, -0.008, 0.008], [-0.089, 0.278, 0.046], [0.006, 0.125, 0.185], [0.056, 0.091, -0.099], [-0.094, 0.058, -0.075], [0.066, -0.033, -0.093], [-0.047, -0.073, -0.091], [0.033, -0.155, 0.088], [0.183, -0.163, -0.118], [-0.015, -0.036, 0.021], [0.034, -0.143, 0.070], [-0.049, 0.127, -0.068], [-0.015, -0.010, 0.020], [-0.154, 0.138, 0.159], [-0.112, -0.060, 0.183], [0.006, 0.129, 0.033], [-0.094, 0.088, -0.067], [0.089, 0.061, -0.051], [-0.010, 0.021, -0.127], [0.078, -0.154, -0.019], [0.056, 0.231, 0.087], [0.019, 0.025, -0.041], [0.005, -0.013, -0.117], [-0.015, 0.007, 0.066], [0.008, 0.015, -0.071], [0.005, -0.321, 0.018], [-0.013, -0.092, -0.143], [0.033, -0.095, 0.068], [-0.089, -0.061, 0.058], [0.061, 0.037, 0.097], [-0.090, 0.033, 0.109], [0.037, 0.176, -0.094], [0.040, -0.214, -0.136], [0.027, -0.028, 0.040], [0.003, -0.038, 0.117], [0.012, 0.025, -0.064], [0.034, -0.007, 0.099], [0.004, 0.291, 0.140], [-0.017, 0.058, 0.161], [0.043, 0.106, -0.044], [-0.084, 0.080, -0.046], [0.072, 0.004, -0.108], [-0.079, -0.026, -0.139], [-0.009, -0.194, 0.052]],
  "mulliken_charge": [0.175, -1.562, -0.088, 0.023, -0.589, -0.225, -0.103, -0.389, 0.248, -0.404, -0.505, 0.068, -1.269, 1.938, -0.287, -1.554, -0.341, -0.973, -0.211, 0.682, -0.800, -0.589, 0.533, 0.268, 0.309, 0.363, 0.281, 0.393, 0.088, 0.305, 0.355, 0.305, 0.106, 0.789, 0.396, 0.223, 0.438, 0.444, 0.340, 0.330, 0.213, 0.289, -0.299, -0.307, 0.726, -0.561, -0.244, -0.686, 0.294, -0.059, 0.306, 0.295, 0.334, 0.196, -0.492, -0.359, 0.787, -0.565, -0.357, -0.606, 0.222, 0.248, 0.311, 0.279, 0.298, 0.210, -0.629, -0.328, 0.798, -0.545, -0.320, -0.588, 0.219, 0.291, 0.292, 0.338, 0.264, 0.232, -0.653, -0.294, 0.762, -0.544, -0.266, -0.706, 0.222, 0.300, 0.290, 0.422, 0.294, 0.165]
}

***

# 3
{
  "formula": "C25H31N5PtS2",
  "method": "wB97M-V/def2-TZVPD",
  "e_above_lowest_kj_mol": 392.00,
  "total_energy_ev": -58791.657,
  "homo_ev": -6.13,
  "homo_lumo_gap_ev": 5.89,
  "elements": ["Pt", "C", "C", "C", "N", "C", "C", "C", "C", "C", "C", "C", "N", "C", "C", "C", "N", "C", "C", "C", "C", "C", "C", "C", "N", "C", "C", "H", "H", "H", "H", "H", "H", "H", "H", "H", "H", "H", "H", "H", "H", "H", "H", "H", "H", "H", "H", "H", "H", "H", "H", "H", "H", "S", "C", "N", "C", "C", "S", "H", "H", "H", "H", "H"],
  "xyz": [[0.055700, -0.121669, -0.045695], [1.254806, -2.858891, 1.489009], [2.477411, -2.442379, 0.654061], [2.950311, -1.004589, 0.773085], [2.088035, 0.001578, 0.170582], [2.509277, 1.259565, 0.190136], [3.636815, 1.700824, 0.909872], [4.289856, 2.927846, 0.890216], [4.165620, 3.990074, 0.016281], [3.248294, 4.076435, -1.031719], [2.143967, 3.299392, -1.282589], [1.628579, 2.199366, -0.537870], [0.361143, 1.871942, -0.538218], [-0.623662, 2.641206, -1.282169], [-2.047551, 2.392242, -0.783038], [-2.502050, 0.937233, -0.945334], [-1.931006, 0.121587, 0.104851], [-2.478566, 0.019051, 1.303808], [-3.707194, 0.621471, 1.643318], [-4.556615, 0.373907, 2.716455], [-4.509952, -0.606717, 3.686318], [-3.468893, -1.521115, 3.874476], [-2.216060, -1.536848, 3.316891], [-1.639559, -0.672747, 2.327957], [-0.359733, -0.484393, 2.192118], [0.599415, -0.971451, 3.168048], [1.186400, -2.386629, 2.942680], [0.353693, -2.514700, 0.984217], [1.213009, -3.953905, 1.475748], [3.331784, -3.064354, 0.940021], [2.255258, -2.646682, -0.392077], [3.096373, -0.781624, 1.839725], [3.937501, -0.925707, 0.303156], [4.025718, 0.996802, 1.632264], [5.064335, 3.034792, 1.643098], [4.863260, 4.809683, 0.130371], [3.395103, 4.904435, -1.717915], [1.539612, 3.590400, -2.132148], [-0.402898, 3.707632, -1.182465], [-0.559720, 2.378770, -2.346299], [-2.091662, 2.663967, 0.274914], [-2.725401, 3.049786, -1.332355], [-3.591893, 0.863761, -0.961785], [-2.136327, 0.538524, -1.893845], [-4.044892, 1.395657, 0.967602], [-5.429974, 1.017936, 2.750323], [-5.359358, -0.683973, 4.352800], [-3.651314, -2.292180, 4.617095], [-1.540278, -2.299640, 3.684564], [1.412687, -0.242596, 3.154021], [0.161910, -0.940848, 4.172575], [2.176728, -2.409333, 3.408115], [0.569680, -3.106658, 3.487361], [-0.299877, -1.702068, -1.646495], [-0.149627, -3.945301, -1.348798], [-1.036820, -4.494174, -0.572369], [-0.775035, -5.785059, 0.076385], [0.620088, -6.236468, -0.375528], [1.255804, -4.894613, -1.464411], [-1.914332, -4.019759, -0.406790], [-1.540302, -6.499185, -0.227686], [-0.834328, -5.658465, 1.157644], [0.587214, -7.148930, -0.963993], [1.315791, -6.356416, 0.450633]],
  "forces_ev_per_a": [[-0.194, 0.186, 0.194], [0.116, 0.040, -0.033], [-0.223, 0.125, 0.041], [-0.033, 0.102, 0.239], [0.026, -0.128, -0.089], [0.067, -0.013, -0.169], [0.002, 0.010, 0.021], [0.013, 0.007, -0.117], [0.053, 0.015, 0.026], [-0.040, -0.003, 0.066], [0.017, -0.002, -0.049], [-0.177, 0.256, 0.157], [0.184, -0.240, -0.029], [-0.068, -0.013, 0.154], [0.143, -0.096, -0.097], [-0.106, 0.059, 0.094], [0.127, -0.079, 0.074], [-0.107, -0.157, -0.126], [0.018, 0.050, 0.067], [-0.005, -0.093, -0.062], [-0.077, -0.027, 0.026], [0.054, 0.108, 0.056], [-0.087, -0.065, -0.107], [0.154, 0.066, 0.160], [-0.050, -0.185, -0.033], [0.033, 0.143, 0.033], [-0.151, 0.017, -0.100], [-0.054, -0.099, 0.007], [0.055, -0.012, 0.052], [-0.013, -0.027, -0.009], [0.103, 0.021, -0.020], [0.062, 0.010, -0.008], [0.019, 0.015, 0.041], [0.005, -0.008, -0.014], [0.021, -0.029, -0.014], [0.020, -0.014, -0.020], [-0.035, 0.011, 0.002], [0.014, 0.013, -0.006], [0.037, -0.004, -0.020], [0.015, 0.029, -0.007], [-0.113, 0.052, -0.017], [0.049, 0.046, -0.008], [0.000, 0.002, 0.062], [-0.075, -0.012, -0.026], [0.008, 0.003, 0.002], [-0.008, -0.007, -0.022], [0.000, -0.004, -0.001], [0.022, 0.019, 0.027], [-0.002, 0.001, 0.013], [0.019, -0.019, 0.024], [0.032, 0.037, 0.013], [-0.018, -0.063, 0.036], [0.019, 0.014, 0.043], [0.416, -2.072, -0.602], [-0.001, 2.025, 0.589], [-0.358, -0.099, -0.074], [-0.015, -0.088, -0.083], [0.021, 0.200, -0.273], [0.007, -0.109, -0.289], [0.086, 0.160, 0.044], [0.003, -0.014, 0.030], [0.029, 0.038, -0.006], [-0.011, -0.065, 0.102], [-0.047, -0.033, 0.034]],
  "mulliken_charge": [1.068, 1.072, -1.354, -1.022, -0.255, 0.925, -0.319, -0.694, -0.485, -0.276, -0.991, 0.638, -0.218, -1.018, -0.729, -1.100, -0.427, 1.357, -0.573, -0.708, -0.470, -0.562, -0.426, 0.738, -0.764, -1.450, -1.157, -0.511, 0.237, 0.410, 0.122, 0.290, 0.852, 0.294, 0.313, 0.315, 0.336, 0.432, 0.636, 0.371, 0.353, 0.404, 0.595, 0.359, 0.260, 0.313, 0.317, 0.360, 0.193, 0.481, 0.678, 0.334, 0.435, -0.288, -0.001, -0.093, -0.681, -0.475, -0.097, 0.277, 0.394, 0.254, 0.419, 0.315]
}